Computed, not measured: a molecular structure, C39H78NO11Rb2, with the ωB97M-V functional and the def2-TZVPD basis.

Geometry as XYZ:
```
131
Properties=species:S:1:pos:R:3:forces:R:3
Rb -2.7648 -3.4505 -0.0303 0.2908 0.3808 0.1821
Rb -1.7457 -2.0128 4.4766 -0.0212 0.2448 -0.6153
O 0.1125 -4.1215 4.8759 -0.2281 -2.1047 0.2345
O -1.5879 -0.7993 1.7419 1.7392 0.2136 -0.7748
O 5.3072 -3.8440 0.0835 -0.8857 0.8004 -1.1603
O -2.1108 0.0262 -6.3780 -0.0280 0.4941 1.3479
O -0.3102 -3.5792 -1.8734 -0.5926 -0.5854 2.0983
O -6.7227 0.4276 -3.2384 0.0176 -2.0440 1.0430
O 6.6438 1.3869 2.1847 -0.8581 -0.7659 1.1140
O -6.4538 3.4141 0.3985 1.4253 0.1587 -0.1498
O -4.8389 0.3901 5.4774 0.9473 0.7256 -2.0802
O 6.3164 2.6376 -3.0126 0.5302 0.8659 -2.5674
O 1.7441 7.3497 1.1884 0.1932 -4.1036 -1.1299
N -0.5218 -0.6149 0.7180 -0.5514 -0.4199 -0.1650
C 5.0033 1.6767 -1.4564 -0.8448 -0.3739 1.0293
C -3.4929 2.1446 4.5936 -0.1103 0.3819 -0.6703
C 0.8817 -1.0345 1.1232 -0.5941 -1.1176 -1.8358
C -5.7813 -0.7942 -1.4125 -0.7543 -0.3410 -0.3570
C 1.0890 5.0739 1.7383 0.4252 0.6389 -0.2439
C -4.8736 0.6171 3.0762 -0.2448 -0.5384 0.4190
C 0.9025 -2.6322 1.3886 0.0957 1.4801 0.7557
C -6.7995 -0.5604 -2.4967 -0.9171 1.9893 -0.6362
C 5.5431 1.3176 2.7096 0.0680 1.6095 -1.1475
C -4.0649 3.3357 0.9505 -0.4966 0.6379 0.4371
C 4.3941 2.1059 1.9998 -0.0621 -0.5966 1.4740
C -7.9997 -1.4907 -2.4534 -0.3271 0.8551 -1.1507
C -4.9083 3.3700 -1.4477 -1.1100 0.6697 -0.3939
C -3.0548 -0.7111 -4.3395 -0.4058 0.9421 0.3261
C 3.6972 -4.0542 -1.7066 -0.2978 0.0558 -0.2621
C -0.2310 -2.3153 -3.7962 -0.0447 0.4785 -1.0876
C -0.0960 -3.5636 -3.0483 0.0571 0.6141 0.2207
C 4.7865 -3.3544 -0.9132 0.8054 -0.7604 0.5550
C 7.3870 2.8196 -0.9379 -0.3528 -0.7131 0.0538
C 0.3239 0.7747 -1.1818 0.4685 -0.5590 0.1461
C 0.4294 -4.6909 -3.8036 1.3208 -1.8105 -0.6429
C -4.4152 0.9729 4.4618 -0.9810 -0.3442 1.9986
C -2.2902 0.2780 -5.1899 0.0543 -0.7171 -1.7097
C 0.2420 -5.3333 4.6278 -0.1007 1.7421 -2.1460
C 6.2094 2.4131 -1.8526 1.2711 0.2537 1.0865
C 5.2808 -2.0959 -1.5904 -1.0747 0.2761 0.3779
C 1.3955 -6.1079 5.0597 1.7328 -0.7604 0.7082
C 5.1797 0.6127 4.0140 0.6211 -0.3815 -0.4512
C -0.5691 -5.9850 3.5194 -0.9321 0.2326 0.8380
C 1.7596 0.5038 -0.7121 -0.1787 -0.1273 -1.5759
C 1.7109 6.1342 0.8328 -0.4871 3.8760 -0.0365
C -2.0713 0.6635 -0.7974 -0.1398 -0.8854 0.1474
C -0.6870 1.9480 0.6785 -0.3799 0.1316 2.2297
C 1.4304 -0.3331 2.3276 -0.4625 -0.7126 1.1433
C -0.7156 0.6516 -0.0647 -0.2575 -0.0469 -0.3480
C 1.8472 -0.8738 -0.1449 -1.4313 -0.2913 1.7489
C -1.7239 1.5443 -4.5938 0.7228 1.0944 0.1351
C -5.2910 3.4027 0.0280 0.0555 -1.0041 -0.0388
C 2.0564 5.6911 -0.6319 -0.5109 0.1229 1.8124
H -3.6114 2.6606 5.5464 0.2756 -0.2738 -0.0232
H 6.0937 -1.5908 -1.0687 0.2489 -0.3828 -0.4475
H 4.1221 0.3511 4.0470 0.0555 0.1755 0.0322
H 3.8429 -3.7925 -2.7547 0.2705 -0.4927 -0.1927
H 0.9324 5.4767 2.7389 0.2511 -0.0219 -0.0695
H -3.3306 4.0703 0.6201 0.1155 -0.0871 -0.2041
H -0.6350 1.5238 -4.6384 0.2338 -0.5577 -0.0292
H -5.9351 -0.0005 -0.6814 0.6185 0.3641 -0.1686
H 8.2607 2.8495 -1.5889 -0.1075 0.2900 0.0289
H -4.0286 0.3286 2.4511 0.2332 -0.2983 -0.0215
H 7.5973 2.0987 -0.1478 -0.2774 -0.0957 0.0576
H 0.3520 1.7325 -1.7012 -0.5499 0.4223 0.3886
H -1.0452 -6.9369 3.7549 -0.1767 0.0570 0.7790
H 0.0326 -6.3434 2.6841 0.3779 0.8463 -0.2142
H 2.1631 1.3088 -0.0979 -0.2496 -0.0696 0.4109
H -5.3485 1.4447 2.5493 -0.1161 0.1631 0.2886
H -1.2798 1.8305 1.5856 -0.2206 -0.2009 0.2808
H 2.3650 0.5386 -1.6178 0.2783 0.0759 -0.1408
H 4.5085 1.3109 -2.3560 0.2454 -0.1977 0.1039
H 0.3034 2.1758 1.0727 0.1421 0.4884 -0.4641
H 1.4887 0.7553 2.3310 0.4022 -0.0919 -0.4172
H -7.6882 -2.5149 -2.6586 -0.1450 -0.1123 0.6552
H -4.1192 -0.5802 -4.5346 -0.1590 0.1708 -0.2301
H -4.2844 3.5829 1.9891 -0.3874 0.0455 -0.1281
H 2.3296 -0.8760 2.6189 0.5539 0.5799 0.0031
H 1.7079 4.1767 1.7496 -0.1488 -0.1037 0.0668
H 3.5848 2.2994 2.7039 -0.1728 -0.2243 0.1114
H 2.6643 4.7920 -0.5313 0.1572 0.0147 -0.4235
H -6.0443 -1.7004 -0.8669 0.4854 -0.2520 -0.1914
H 5.7749 -0.2881 4.1635 0.0400 -0.0554 -0.2675
H 0.9924 -2.8744 2.4475 -0.7644 0.2798 0.4546
H 2.4879 6.4654 -1.2663 0.1183 -0.0687 0.4041
H -1.2112 2.7496 0.1582 0.6560 0.2211 -0.3256
H -2.0381 1.4494 -1.5520 -0.1435 0.0962 0.0736
H 0.0179 -3.1151 0.9734 0.3402 0.0243 -0.1381
H 1.2935 -4.3432 -4.3699 -0.1594 0.1446 -0.4923
H -2.4693 1.8601 4.3498 0.1999 -0.1618 0.3874
H 1.5533 -7.0374 4.5128 -0.6711 -0.2416 0.2805
H 3.9991 1.4296 1.2416 0.0047 0.3156 -0.2672
H 2.8436 -1.2014 0.1515 0.1511 0.1708 0.1207
H -0.9174 -1.5971 -3.3478 0.1882 -0.2498 -0.0427
H -1.8960 2.4394 -5.1915 -0.5446 -0.2612 -0.4158
H 0.1027 4.8369 1.3392 0.0323 -0.2234 -0.1659
H 3.6850 -5.1309 -1.5373 0.1643 0.1099 -0.0524
H -1.9289 1.8582 -3.5703 -0.5039 -0.6626 0.0229
H 4.2795 2.3367 -0.9782 0.0735 0.0796 0.2859
H -4.8298 -0.8281 -1.9431 0.3186 0.1469 0.7430
H -5.7971 3.2138 -2.0591 -0.0795 -0.4853 0.1563
H -0.0366 0.0907 -1.9502 0.6833 -0.5283 -0.2045
H -2.8337 -1.7531 -4.5706 0.2342 0.2516 0.1557
H -3.7321 2.8233 3.7750 -0.0728 0.2442 0.1605
H 1.4020 -6.2715 6.1374 0.0355 -0.1006 0.0056
H -5.5856 -0.1941 3.2277 0.0599 -0.0797 -0.4847
H -4.6459 4.3853 -1.7451 0.5287 0.1753 0.1753
H -2.2390 -0.2837 -1.3101 0.1992 -0.2002 -0.1264
H -0.2872 -5.1534 -4.4824 -0.1069 0.3275 -0.1569
H -1.3494 -5.2590 3.2914 0.0159 -0.2651 -0.7529
H -4.1193 2.6866 -1.7616 0.0324 0.0107 0.4269
H -2.9527 0.7839 -0.1675 0.2308 0.1386 0.2261
H 0.8507 -5.5062 -3.2155 -0.3883 0.1384 0.5099
H 1.0894 5.3983 -1.0408 -0.0131 -0.1647 -0.2023
H 1.4706 -1.6007 -0.8646 0.0089 0.0157 -0.2469
H 4.6796 3.0999 1.6555 0.4741 -0.4139 -0.4584
H -8.5535 -1.2922 -1.5358 0.4384 -0.6506 0.4843
H 2.3188 -5.5871 4.8060 -0.0635 0.5979 0.2670
H -8.7445 -1.2217 -3.2024 0.3121 0.1092 -0.3871
H 2.6786 -3.6922 -1.5670 -0.0205 0.2427 0.7414
H 5.2723 0.8897 -0.7518 -0.2881 -0.1442 0.0394
H -3.5855 2.3569 0.9651 -0.1341 -0.0089 -0.3543
H -0.4940 -2.6146 -4.8108 -0.2032 0.6287 -0.2450
H -2.9353 -0.3914 -3.3043 0.1282 -0.6664 0.1918
H 0.7733 -1.8946 -3.8463 0.0963 0.2438 -0.0686
H 4.4483 -1.3928 -1.6155 -0.3353 0.2147 0.3963
H 5.4521 1.2436 4.8602 -0.2344 0.3282 -0.0684
H 5.3274 -2.2863 -2.6627 1.0466 -0.0510 0.0555
H 1.8484 -3.0884 1.0965 -0.0597 0.0813 -0.9677
H 7.2480 3.7773 -0.4364 -0.1713 0.0858 -0.2001
H 0.7425 -0.5785 3.1366 -0.2665 0.1681 0.2000
```
Positions in Å, forces in eV/Å.

Summary:
HOMO (spin up / spin down) (eV): -3.215 / -6.490
HOMO-LUMO gap (spin up / spin down) (Ha): 0.1028 / 0.2202
Max |F| (eV/A): 4.26
<S²>: 0.7507
Spin multiplicity: 2

Results of the Löwdin charge analysis, in e, for atoms 1 through 8: number 1, Rb, carries 0.2613; number 2, Rb, carries 0.6455; number 3, O, carries -0.0970; number 4, O, carries -0.4609; number 5, O, carries 0.0563; number 6, O, carries 0.0523; number 7, O, carries -0.0115; number 8, O, carries 0.0396